The ion C23H27ClNO with charge +1 at a distorted geometry. Source: the OMol25 dataset; level of theory: wB97M-V/def2-TZVPD.

```
53
Properties=species:S:1:pos:R:3:forces:R:3:lowdin_charge:R:1
C -5.6470 -2.5948 1.1922 0.163 0.073 -0.009 -0.08
H -5.6427 -3.5865 1.6340 -0.040 -0.070 0.030 0.08
H -6.0395 -2.6754 0.1818 -0.081 -0.019 -0.100 0.08
H -6.3166 -1.9673 1.7744 -0.118 0.045 0.059 0.08
C -4.2310 -2.0214 1.1859 0.002 0.074 -0.034 -0.22
C -4.2694 -0.6159 0.5861 -0.601 -0.601 0.223 -0.13
H -4.8668 0.0215 1.2427 0.090 0.103 -0.110 0.15
H -4.7718 -0.6760 -0.3802 0.098 0.170 0.010 0.13
N -2.9654 0.0802 0.3669 0.012 0.028 0.068 -0.21
C -2.1692 -0.6397 -0.6663 0.397 -0.292 -0.618 -0.01
H -2.7660 -0.6938 -1.5788 0.011 -0.018 0.169 0.14
H -1.9810 -1.6502 -0.3116 -0.156 0.110 0.049 0.11
C -0.8428 0.0373 -1.0825 -0.287 0.163 -0.121 -0.33
O -0.8851 1.1196 -1.6301 0.009 -0.197 -0.110 0.08
C 0.4190 -0.6932 -0.9109 0.739 -0.243 -0.233 -0.17
C 1.5404 -0.1381 -1.5436 -0.352 -0.091 0.026 0.00
C 2.7943 -0.6837 -1.3895 0.159 -0.208 0.087 -0.08
C 2.9548 -1.8053 -0.5835 -0.479 0.206 -0.081 -0.67
C 1.8529 -2.3803 0.0437 0.289 -0.076 0.027 -0.08
C 0.5994 -1.8316 -0.1198 -0.142 0.279 -0.216 -0.02
H -0.2224 -2.2970 0.4021 -0.115 -0.048 0.063 0.11
H 1.9888 -3.2527 0.6629 0.032 -0.083 0.056 0.11
Cl 4.5129 -2.4774 -0.3500 0.199 -0.083 0.033 0.73
H 3.6477 -0.2442 -1.8797 0.109 0.032 -0.040 0.12
H 1.3986 0.7370 -2.1588 0.023 0.066 -0.035 0.13
C -3.2367 1.5132 -0.0019 -0.206 1.133 -0.292 -0.11
C -4.3294 1.8165 -1.0302 0.128 -0.326 -0.075 -0.20
C -4.0711 1.3318 -2.4540 -0.060 0.133 0.040 -0.08
H -4.3155 0.2793 -2.5876 0.009 -0.108 -0.050 0.07
H -4.7001 1.8899 -3.1419 -0.075 -0.016 -0.085 0.08
H -3.0352 1.5023 -2.7348 0.062 -0.047 -0.077 0.07
H -4.3729 2.9076 -1.0538 0.001 -0.023 0.139 0.13
H -5.3074 1.4758 -0.6872 -0.014 0.102 0.061 0.11
H -3.5085 2.0242 0.9243 0.061 -0.218 0.076 0.14
H -2.2982 1.9368 -0.3614 -0.159 -0.144 0.217 0.12
C -2.1784 0.0860 1.6423 0.305 -0.090 0.645 -0.10
C -0.8918 0.7270 1.4838 0.546 0.403 0.238 0.02
C 0.2152 1.1898 1.3709 -1.114 -0.295 0.284 0.06
C 1.5254 1.6493 1.1249 0.554 0.166 -0.040 -0.24
C 2.6082 0.9761 1.6933 -0.049 0.058 -0.005 -0.02
C 3.8948 1.3795 1.3967 0.066 -0.049 0.044 -0.06
C 4.1101 2.4462 0.5370 -0.016 -0.016 -0.017 -0.06
C 3.0352 3.1165 -0.0260 0.029 0.061 -0.069 -0.06
C 1.7422 2.7257 0.2639 -0.030 -0.039 0.044 -0.02
H 0.8989 3.2364 -0.1757 -0.073 0.043 -0.034 0.12
H 3.2060 3.9485 -0.6917 0.016 0.075 -0.057 0.11
H 5.1177 2.7578 0.3088 0.095 0.032 -0.020 0.11
H 4.7331 0.8617 1.8367 0.080 -0.048 0.038 0.11
H 2.4292 0.1457 2.3597 -0.009 -0.073 0.044 0.12
H -2.7692 0.5873 2.4149 -0.126 -0.128 -0.161 0.15
H -2.0102 -0.9493 1.9509 -0.178 0.070 -0.090 0.14
H -3.5941 -2.6856 0.6004 0.093 0.015 0.045 0.11
H -3.8660 -2.0037 2.2133 0.105 0.007 -0.037 0.11
```
Positions in Å, forces in eV/Å.

Values from the calculation:
Molar mass (g mol⁻¹): 368.9
Charge: +1
Energy (Ha): -1482.52607
HOMO-LUMO gap (eV): 8.47



A structure of composition C23H27IrOSi at a distorted geometry. Source: the OMol25 dataset; level of theory: wB97M-V/def2-TZVPD.

```
53
Properties=species:S:1:pos:R:3:forces:R:3:lowdin_charge:R:1
C -0.9862 1.2024 1.6038 -3.041 0.778 3.827 -0.29
C -0.1326 2.1850 0.8012 1.121 1.758 0.381 -0.11
C -0.6161 2.1592 -0.5545 -0.076 -0.855 0.227 -0.15
H 0.7453 2.7725 1.1162 -1.359 0.423 -0.021 0.14
C -1.8473 1.3776 -0.6171 1.082 -0.061 2.598 -0.14
C -2.0581 0.7944 0.6683 -0.195 -0.091 -1.421 -0.11
H -2.9402 0.2396 0.9647 0.209 0.060 -0.071 0.10
H -1.1496 1.0705 2.6939 -1.485 1.677 -0.411 0.15
H -0.2013 2.7669 -1.3502 -0.059 -0.230 0.103 0.11
H -2.4997 1.3243 -1.4631 -0.105 -0.328 -0.250 0.10
C 2.1681 -0.8808 -0.4629 0.224 0.539 2.504 -0.13
C 2.3530 -0.0968 0.6946 -0.191 -0.949 -0.348 -0.04
C 1.2602 -0.5680 1.6964 0.988 -0.635 1.552 -0.33
H 2.7543 0.9311 0.7851 -0.054 -1.062 -0.232 0.12
C 0.7600 -1.8548 1.1675 -0.050 0.068 -2.694 -0.06
C 1.2721 -2.0211 -0.1503 -0.089 1.527 2.316 -0.10
H 1.1370 -2.8538 -0.7925 -0.398 -0.443 -0.469 0.10
H 2.7253 -0.7389 -1.3671 -0.243 0.028 -0.412 0.11
H 1.2991 -0.3854 2.8770 1.329 -1.729 -1.518 0.13
H 0.1521 -2.5536 1.7314 0.046 0.135 -0.257 0.11
Ir -0.0523 -0.0056 -0.1894 -1.463 -4.880 -9.809 1.33
O 0.0215 -0.4239 -2.0647 -0.334 -0.267 -2.834 -0.43
C -0.7444 0.0822 -3.1811 1.458 -0.422 0.839 -0.31
C -1.9089 -0.7818 -3.4096 -0.238 1.322 0.874 -0.04
H -1.0397 1.1449 -3.0617 0.205 -0.422 -0.155 0.09
H -0.0022 -0.0169 -3.9880 -0.501 0.330 -0.241 0.12
H -2.7890 -0.5485 -2.8210 -0.257 -0.007 -0.256 0.10
H -3.9559 -1.3733 -4.9687 0.368 -0.420 -0.057 0.11
C -3.1216 -2.0806 -5.0825 0.526 0.029 0.414 -0.04
C -1.9396 -1.8542 -4.2965 -0.198 -2.304 -1.681 -0.24
C -0.8440 -2.7806 -4.4788 -0.620 0.868 0.047 -0.02
H 0.0554 -2.6482 -3.8601 -0.448 -0.061 -0.339 0.11
C -0.9474 -3.8276 -5.3895 -0.168 0.098 -0.120 -0.10
H -0.1043 -4.5171 -5.5048 -0.357 0.226 0.037 0.10
C -2.1081 -4.0029 -6.1651 0.023 0.312 0.267 -0.10
H -2.1690 -4.8240 -6.8834 0.018 0.288 0.249 0.10
C -3.1889 -3.1160 -6.0077 0.237 -0.205 0.092 -0.10
H -4.0948 -3.2449 -6.6083 0.353 0.037 0.201 0.10
C 0.1557 1.9266 5.5528 0.187 0.135 0.129 -0.19
Si 1.6122 1.9555 4.4077 -0.809 -1.293 -2.394 0.43
C 2.2016 3.6649 4.0355 0.061 0.052 0.274 -0.19
C 2.9838 0.8426 4.9953 -0.064 0.295 0.190 -0.18
C 1.0746 1.1732 2.7434 -0.666 1.937 -0.162 -0.02
C 0.3447 0.6947 1.5093 4.840 3.331 8.369 -0.65
H 0.4997 2.3440 6.5011 -0.283 -0.012 0.211 0.03
H -0.2010 0.9059 5.7064 0.006 0.096 0.055 0.03
H -0.6539 2.5388 5.1519 -0.004 -0.023 0.109 0.03
H 2.5484 4.0824 4.9819 0.133 0.363 -0.066 0.03
H 3.0230 3.6402 3.3172 -0.023 0.080 0.076 0.03
H 1.3844 4.2704 3.6406 0.083 0.059 0.039 0.03
H 2.6241 -0.1763 5.1571 0.070 0.075 0.019 0.03
H 3.8061 0.8285 4.2759 -0.042 -0.025 0.107 0.04
H 3.3346 1.2569 5.9423 0.254 -0.205 0.113 0.03
```
Positions in Å, forces in eV/Å.

Values from the calculation:
Molar mass (g mol⁻¹): 539.8
2S+1: 5
Energy (Ha): -1361.05627
HOMO-LUMO gap (alpha / beta) (eV): 5.43 / 6.04